(1)
Computed, not measured: a structure of composition C5H10O, with ωB97M-V/def2-TZVPD.

The geometry in XYZ format:
```
16
Properties=species:S:1:pos:R:3:lowdin_charge:R:1
C 1.052 -0.893 1.064 -0.152
C -0.259 -0.179 1.153 -0.059
C -0.105 1.792 0.311 -0.104
O -1.254 1.304 -0.306 -0.124
C -1.077 -0.108 -0.162 -0.416
C -0.484 -0.689 -1.445 -0.058
H 0.770 -1.957 1.126 0.096
H 1.691 -0.699 1.931 0.072
H 1.639 -0.784 0.138 0.069
H -0.057 1.159 1.346 0.077
H 0.813 1.713 -0.287 0.110
H -0.253 2.812 0.680 0.117
H -2.064 -0.562 0.000 0.135
H -1.184 -0.527 -2.270 0.082
H -0.320 -1.769 -1.346 0.083
H 0.469 -0.221 -1.712 0.073
```

Results
M (g/mol): 86.13
Relative energy (zero: lowest compared OMol25 entry of this formula, charge and spin) (kJ/mol): 474.9
2S+1: 1
DFT total energy (eV): -7389.8430
HOMO-LUMO gap (eV): 8.366
Largest force on an atom (eV Å⁻¹): 0.269
E_LUMO (eV): 0.59

=====

(2)
Computed, not measured: the molecule C5H10O at a distorted geometry, with ωB97M-V/def2-TZVPD.

The geometry in XYZ format:
```
16
Properties=species:S:1:pos:R:3:lowdin_charge:R:1
C -1.738 -0.471 0.352 -0.092
C -0.935 0.486 -0.510 -0.298
C 0.044 1.514 0.111 -0.107
C 0.587 0.355 -0.768 -0.197
C 1.639 -0.537 0.027 -0.232
O 1.518 -1.947 0.020 -0.076
H -1.996 -1.403 -0.176 0.079
H -1.184 -0.668 1.270 0.069
H -2.683 -0.035 0.699 0.073
H -1.581 0.807 -1.368 0.138
H 0.026 2.516 -0.322 0.079
H 0.362 1.601 1.248 0.139
H 0.856 0.533 -1.840 0.133
H 2.664 -0.374 -0.352 0.119
H 1.691 -0.212 1.081 0.104
H 0.731 -2.164 0.529 0.070
```

Results
M (g/mol): 86.13
Relative energy (zero: lowest compared OMol25 entry of this formula, charge and spin) (kJ/mol): 182.5
2S+1: 1
Structure (SMILES): C[C@H]1C[C@H]1CO
DFT total energy (eV): -7392.8737
HOMO-LUMO gap (eV): 11.109
Largest force on an atom (eV Å⁻¹): 2.765
E_LUMO (eV): 1.02

=====

(3)
Computed, not measured: the molecule C5H10O, with ωB97M-V/def2-TZVPD.

The geometry in XYZ format:
```
16
Properties=species:S:1:pos:R:3:lowdin_charge:R:1
C 1.959 -0.069 -0.179 -0.080
C 0.951 0.948 -0.689 -0.240
C -0.813 0.086 0.853 -0.106
C -1.189 -1.359 0.898 -0.141
C -1.516 0.840 -0.197 -0.181
O -0.329 0.286 -0.839 -0.169
H 1.827 -1.020 -0.705 0.083
H 1.815 -0.242 0.891 0.071
H 2.981 0.279 -0.359 0.076
H 1.210 1.311 -1.689 0.120
H 0.855 1.782 0.012 0.119
H -0.284 -1.976 0.947 0.067
H -1.709 -1.493 1.855 0.080
H -1.831 -1.731 0.082 0.073
H -1.529 1.933 -0.178 0.111
H -2.399 0.427 -0.703 0.117
```

Results
M (g/mol): 86.13
Relative energy (zero: lowest compared OMol25 entry of this formula, charge and spin) (kJ/mol): 434.7
2S+1: 1
DFT total energy (eV): -7390.2603
HOMO-LUMO gap (eV): 8.925
Largest force on an atom (eV Å⁻¹): 0.353
E_LUMO (eV): 1.14

=====

(4)
Computed, not measured: the molecule C5H10O at a distorted geometry, with ωB97M-V/def2-TZVPD.

The geometry in XYZ format:
```
16
Properties=species:S:1:pos:R:3:lowdin_charge:R:1
C -0.365 1.275 -0.368 -0.117
C -0.179 -0.200 -0.451 -0.412
C -1.523 -0.901 -0.786 -0.077
C 0.662 -0.809 0.866 -0.074
C 1.748 0.379 1.127 -0.189
O 2.341 0.790 0.103 -0.015
H -0.212 1.660 0.673 0.091
H 0.519 1.728 -0.886 0.089
H -1.234 1.701 -0.739 0.049
H 0.569 -0.335 -1.243 0.115
H -1.535 -1.954 -0.471 0.070
H -1.571 -0.844 -1.872 0.069
H -2.365 -0.267 -0.385 0.088
H -0.015 -1.054 1.736 0.105
H 1.071 -1.771 0.543 0.093
H 2.090 0.600 2.154 0.112
```

Results
M (g/mol): 86.13
Relative energy (zero: lowest compared OMol25 entry of this formula, charge and spin) (kJ/mol): 174.4
2S+1: 1
Structure (SMILES): CC(C)CC=O
DFT total energy (eV): -7392.9578
HOMO-LUMO gap (eV): 10.503
Largest force on an atom (eV Å⁻¹): 4.706
E_LUMO (eV): 0.67

=====

(5)
Computed, not measured: the molecule C5H10O at a distorted geometry, with ωB97M-V/def2-TZVPD.

The geometry in XYZ format:
```
16
Properties=species:S:1:pos:R:3:lowdin_charge:R:1
C -2.264 -1.167 -0.561 -0.112
C -1.374 -0.663 0.556 -0.282
C 0.087 -0.477 0.155 -0.135
C 0.626 0.720 0.007 -0.102
C 2.071 0.931 -0.355 -0.260
O 2.515 2.128 0.287 -0.091
H -2.629 -0.247 -1.061 0.084
H -3.111 -1.720 -0.150 0.066
H -1.780 -1.808 -1.289 0.066
H -1.242 -1.331 1.450 0.113
H -1.762 0.229 1.036 0.098
H 0.650 -1.413 0.009 0.118
H 0.155 1.632 0.389 0.118
H 2.204 1.112 -1.438 0.119
H 2.702 0.091 -0.030 0.119
H 3.151 1.983 0.994 0.081
```

Results
M (g/mol): 86.13
Relative energy (zero: lowest compared OMol25 entry of this formula, charge and spin) (kJ/mol): 132.5
2S+1: 1
Structure (SMILES): CC/C=C/CO
DFT total energy (eV): -7393.3925
HOMO-LUMO gap (eV): 10.419
Largest force on an atom (eV Å⁻¹): 2.736
E_LUMO (eV): 1.05

=====

(6)
Computed, not measured: a structure of composition C5H10O at a distorted geometry, with ωB97M-V/def2-TZVPD.

The geometry in XYZ format:
```
16
Properties=species:S:1:pos:R:3:lowdin_charge:R:1
C 0.805 -0.899 -0.540 -0.133
C -0.197 0.161 0.274 -0.239
C 0.312 -0.849 1.482 -0.090
C -1.491 0.423 -0.635 -0.137
O -1.221 1.822 -0.737 -0.129
C 0.107 1.645 -0.238 -0.139
H 1.881 -0.907 -0.267 0.091
H 0.670 -0.452 -1.484 0.029
H 0.503 -1.968 -0.575 0.091
H 0.829 -0.200 2.160 0.061
H -0.584 -1.317 1.838 0.061
H 1.031 -1.728 1.375 0.083
H -2.534 0.245 -0.339 0.115
H -1.327 -0.051 -1.623 0.110
H 0.404 2.490 0.399 0.116
H 0.812 1.586 -1.089 0.111
```

Results
M (g/mol): 86.13
Relative energy (zero: lowest compared OMol25 entry of this formula, charge and spin) (kJ/mol): 459.2
2S+1: 1
DFT total energy (eV): -7390.0057
HOMO-LUMO gap (eV): 9.840
Largest force on an atom (eV Å⁻¹): 4.677
E_LUMO (eV): 0.94

=====

(7)
Computed, not measured: the molecule C5H10O, with ωB97M-V/def2-TZVPD.

The geometry in XYZ format:
```
16
Properties=species:S:1:pos:R:3:lowdin_charge:R:1
C 2.363 -0.168 -0.224 -0.105
C 1.048 -0.689 0.383 -0.194
C 0.001 -0.121 -0.543 -0.283
O -0.171 1.289 -0.319 -0.020
C -1.327 0.474 -0.393 -0.328
C -2.360 0.332 0.677 -0.036
H 2.295 0.921 -0.335 0.077
H 3.246 -0.409 0.374 0.071
H 2.504 -0.582 -1.232 0.076
H 1.050 -1.785 0.427 0.111
H 0.916 -0.300 1.398 0.114
H 0.191 -0.424 -1.581 0.139
H -1.792 0.614 -1.369 0.136
H -1.983 0.087 1.669 0.080
H -2.967 1.238 0.732 0.080
H -3.014 -0.477 0.337 0.083
```

Results
M (g/mol): 86.13
Relative energy (zero: lowest compared OMol25 entry of this formula, charge and spin) (kJ/mol): 144.5
2S+1: 1
Structure (SMILES): CC[C@@H]1O[C@@H]1C
DFT total energy (eV): -7393.2679
HOMO-LUMO gap (eV): 10.965
Largest force on an atom (eV Å⁻¹): 0.426
E_LUMO (eV): 1.16

=====

(8)
Computed, not measured: the molecule C5H10O at a distorted geometry, with ωB97M-V/def2-TZVPD.

The geometry in XYZ format:
```
16
Properties=species:S:1:pos:R:3:lowdin_charge:R:1
C -0.042 -0.489 -2.283 -0.089
C -0.135 0.603 -1.196 -0.253
C 0.621 0.238 0.009 0.041
C -0.228 0.386 2.397 -0.036
C 0.024 -0.482 1.160 -0.615
O -0.974 -1.156 0.622 -0.031
H -0.495 -1.401 -1.890 0.072
H -0.581 -0.166 -3.177 0.072
H 0.996 -0.694 -2.567 0.075
H 0.292 1.533 -1.598 0.117
H -1.186 0.723 -0.919 0.119
H 1.714 0.297 -0.065 0.123
H -0.978 1.148 2.170 0.080
H -0.617 -0.263 3.183 0.077
H 0.687 0.875 2.754 0.080
H 0.902 -1.152 1.400 0.167
```

Results
M (g/mol): 86.13
Relative energy (zero: lowest compared OMol25 entry of this formula, charge and spin) (kJ/mol): 369.1
2S+1: 1
DFT total energy (eV): -7390.9394
HOMO-LUMO gap (spin up / spin down) (eV): 9.113 / 7.137
Largest force on an atom (eV Å⁻¹): 1.284
E_LUMO (spin up / spin down) (eV): -0.37 / -1.15

=====

(9)
Computed, not measured: a structure of composition C5H10O, with ωB97M-V/def2-TZVPD.

The geometry in XYZ format:
```
16
Properties=species:S:1:pos:R:3:lowdin_charge:R:1
C -1.381 -1.522 0.590 -0.119
C 0.118 -1.366 0.542 -0.236
O 0.639 -0.750 -0.625 -0.094
C 0.154 0.422 -0.890 -0.197
C 0.613 1.354 0.869 -0.114
C 1.019 1.591 -0.585 -0.178
H -1.642 -2.106 1.479 0.077
H -1.792 -2.042 -0.289 0.081
H -1.894 -0.553 0.671 0.065
H 0.355 0.092 1.152 0.106
H 0.667 -2.302 0.677 0.098
H -0.929 0.558 -0.882 0.123
H -0.206 1.998 1.185 0.080
H 1.457 1.414 1.563 0.086
H 0.696 2.529 -1.043 0.107
H 2.076 1.403 -0.775 0.116
```

Results
M (g/mol): 86.13
Relative energy (zero: lowest compared OMol25 entry of this formula, charge and spin) (kJ/mol): 485.2
2S+1: 1
DFT total energy (eV): -7389.7368
HOMO-LUMO gap (spin up / spin down) (eV): 7.756 / 7.758
Largest force on an atom (eV Å⁻¹): 0.301
E_LUMO (spin up / spin down) (eV): 0.63 / 0.63

=====

(10)
Computed, not measured: the molecule C5H10O at a distorted geometry, with ωB97M-V/def2-TZVPD.

The geometry in XYZ format:
```
16
Properties=species:S:1:pos:R:3:lowdin_charge:R:1
C -1.702 2.098 -1.108 -0.004
C -1.266 0.815 -0.710 -0.260
O 0.035 0.651 -0.420 -0.143
C 0.509 -0.702 -0.055 -0.407
C -0.243 -1.103 1.240 -0.087
C 2.073 -0.560 0.108 -0.064
H -2.768 2.164 -1.432 0.033
H -1.122 3.141 -1.066 0.093
H -1.893 -0.105 -0.859 0.122
H 0.301 -1.385 -0.966 0.157
H -0.320 -0.220 2.075 0.134
H -1.288 -1.354 0.912 0.060
H 0.285 -2.009 1.828 0.113
H 2.272 0.189 0.898 0.074
H 2.563 -1.544 0.363 0.086
H 2.564 -0.078 -0.809 0.094
```

Results
M (g/mol): 86.13
Relative energy (zero: lowest compared OMol25 entry of this formula, charge and spin) (kJ/mol): 226.8
2S+1: 1
Structure (SMILES): C=COC(C)C
DFT total energy (eV): -7392.4146
HOMO-LUMO gap (eV): 9.426
Largest force on an atom (eV Å⁻¹): 3.990
E_LUMO (eV): 1.07

=====

Which of these has the highest relative energy (zero: lowest compared OMol25 entry of this formula, charge and spin)?
number 9